13
Properties=species:S:1:pos:R:3:forces:R:3:mulliken_charge:R:1 method="wB97M-V/def2-TZVPD" lumo_ev="-9.2 / -17.5" charge=+2 multiplicity=2 gap_ev="12.79 / 4.29" homo_ev="-21.9 / -21.7" relative_energy_kcal_mol=33.2 max_force_ev_per_a=4.238 e_tot_ev=-6289.69399
O -0.706 2.675 -0.072 1.199 0.340 -0.318 -0.589
H -0.045 1.457 -0.308 -1.617 1.236 1.509 0.449
H -0.057 3.383 -0.264 -0.408 -0.067 0.115 0.370
H -1.554 3.133 0.109 0.193 -0.666 -0.184 0.372
C 0.216 -0.816 0.738 0.111 0.016 -4.237 0.152
O 0.317 0.438 -0.249 0.717 -2.473 0.045 -0.273
C 0.222 -2.056 -0.091 -1.256 1.729 0.820 -0.796
H 1.154 -0.653 1.333 -0.354 0.187 0.966 0.341
H -0.796 -0.689 1.124 -0.431 0.608 1.566 0.358
H 0.540 0.181 -1.173 0.113 -0.069 0.182 0.429
H 1.252 -2.299 -0.451 0.643 -0.697 -0.583 0.425
H -0.237 -2.969 0.338 0.657 0.228 0.508 0.379
H -0.306 -1.785 -1.035 0.432 -0.372 -0.389 0.383

14
Properties=species:S:1:pos:R:3:forces:R:3:mulliken_charge:R:1 method="wB97M-V/def2-TZVPD" lumo_ev=4.2 charge=-1 multiplicity=1 gap_ev=8.60 homo_ev=-4.4 relative_energy_kcal_mol=29.5 max_force_ev_per_a=4.751 e_tot_ev=-8362.04832
C -0.178 1.436 1.233 1.090 -1.234 -4.457 -0.193
O 0.927 1.024 0.344 -0.796 0.322 0.229 -0.623
C -0.844 0.185 1.691 -3.969 -0.788 -1.847 -0.993
H -0.851 2.053 0.447 1.067 -0.509 2.823 0.190
H 0.358 1.787 2.095 -0.325 1.572 0.234 0.263
H -1.465 0.370 2.571 -0.025 -0.204 0.158 0.338
H -0.179 -0.608 1.825 1.549 -0.916 0.778 0.366
H -1.538 -0.327 0.863 1.195 1.551 1.584 0.150
H 0.577 -1.260 -2.469 0.594 -0.337 -1.291 0.451
H 1.992 -1.195 -3.019 0.804 0.156 -0.039 0.254
O 1.170 -1.522 -3.366 -1.567 0.351 1.695 -0.745
H -0.417 -1.509 -0.728 -1.509 -3.370 2.008 0.170
H 0.524 0.348 -0.363 0.233 0.145 0.952 0.410
O -0.077 -0.782 -1.124 1.660 3.262 -2.827 -1.040

13
Properties=species:S:1:pos:R:3:forces:R:3:mulliken_charge:R:1 method="wB97M-V/def2-TZVPD" lumo_ev="0.6 / 0.6" multiplicity=2 gap_ev="7.17 / 10.24" homo_ev="-6.6 / -9.6" relative_energy_kcal_mol=5.3 max_force_ev_per_a=2.055 e_tot_ev=-15099.91346
O -0.037 -1.454 -2.053 -0.139 0.309 0.062 -0.624
H -0.211 -0.913 -2.837 0.203 -0.541 0.106 0.318
H 1.951 -5.181 -2.696 -0.004 0.051 -0.002 0.083
H 0.415 -2.265 -2.305 -0.059 0.178 -0.303 0.299
C -0.951 2.428 2.334 0.003 -1.905 0.769 -0.923
C -0.171 1.760 1.266 0.640 0.325 -0.351 -0.202
S -0.786 0.420 0.409 -1.158 -0.442 0.409 -0.224
H -0.733 3.482 2.401 -0.615 0.465 -0.234 0.269
H -1.986 2.052 2.331 -0.065 1.068 -0.415 0.316
H -0.646 2.021 3.311 0.352 0.113 0.069 0.267
H 2.218 -4.494 -2.779 0.005 -0.041 0.002 -0.083
H 0.886 1.935 1.213 0.278 0.135 -0.086 0.367
H 0.053 0.209 -0.594 0.559 0.285 -0.026 0.136

13
Properties=species:S:1:pos:R:3:forces:R:3:mulliken_charge:R:1 method="wB97M-V/def2-TZVPD" lumo_ev=-3.7 charge=+1 multiplicity=1 gap_ev=12.55 homo_ev=-16.2 relative_energy_kcal_mol=17.9 max_force_ev_per_a=3.834 e_tot_ev=-15094.73917
O -1.415 0.273 1.984 0.396 -0.195 -1.242 -0.623
H -2.112 0.796 1.562 -0.011 0.001 0.874 0.324
H -1.470 0.273 2.936 -0.499 0.240 0.360 0.303
H -0.846 -0.730 0.389 0.721 0.623 -0.080 0.303
C -0.279 0.731 -1.690 -1.008 -1.079 -1.837 -0.783
S 0.183 -0.691 -0.534 0.807 1.577 -0.612 0.189
C 1.665 0.102 0.390 -1.110 -3.474 1.183 -0.679
H 0.045 0.368 -2.733 -0.643 0.344 1.661 0.328
H -1.398 0.866 -1.686 1.205 -0.366 0.031 0.329
H 0.180 1.716 -1.582 0.247 -0.410 0.908 0.356
H 1.282 0.239 1.427 0.682 -0.069 -0.762 0.296
H 1.893 0.978 -0.098 0.276 2.001 -0.999 0.332
H 2.506 -0.640 0.257 -1.063 0.807 0.514 0.324

16
Properties=species:S:1:pos:R:3:forces:R:3:mulliken_charge:R:1 method="wB97M-V/def2-TZVPD" lumo_ev="-0.2 / -3.3" multiplicity=2 gap_ev="8.87 / 5.75" homo_ev="-9.0 / -9.0" relative_energy_kcal_mol=0.0 max_force_ev_per_a=2.823 e_tot_ev=-51692.79454
N 0.958 -0.084 0.135 -2.060 -0.962 -0.541 -0.327
S 1.695 1.143 -0.765 -0.168 0.739 -0.369 -0.051
C 3.273 1.355 0.112 -0.403 -0.342 0.673 0.635
F 3.685 2.599 -0.139 0.090 0.033 -0.253 -0.214
F 4.217 0.508 -0.295 0.161 -0.061 -0.171 -0.209
F 3.168 1.208 1.435 -0.146 0.011 -0.057 -0.215
S -0.520 -0.462 -0.124 0.352 1.574 1.068 1.478
O -1.148 -0.212 -1.475 1.023 -0.414 0.578 -0.731
O -1.626 0.031 0.855 2.496 -1.035 -0.820 -0.814
C -0.456 -2.312 0.089 0.141 0.340 0.396 0.720
F 0.627 -2.648 0.757 0.038 -0.165 0.079 -0.200
F -1.527 -2.700 0.751 -0.365 -0.247 0.110 -0.209
F -0.441 -2.872 -1.103 0.028 -0.104 -0.308 -0.226
Ag -2.931 0.652 -0.688 0.323 0.069 -0.630 0.745
O -4.465 1.524 -0.071 -1.822 0.352 -0.020 -0.688
H -4.507 2.271 0.524 0.313 0.211 0.264 0.305

8
Properties=species:S:1:pos:R:3:forces:R:3:mulliken_charge:R:1 method="wB97M-V/def2-TZVPD" lumo_ev="-6.2 / -6.2" charge=+1 multiplicity=2 gap_ev="5.98 / 8.21" homo_ev="-12.1 / -14.4" max_force_ev_per_a=4.845 e_tot_ev=-13096.82564
F -0.026 -0.468 -1.836 0.044 0.333 1.014 -0.642
O 0.434 -1.941 0.422 -2.358 0.429 -1.867 -0.337
C -0.396 -1.227 -0.036 4.565 -0.912 1.342 0.876
C -0.802 0.062 0.421 -2.160 1.672 -1.006 -0.248
O 0.104 0.979 0.463 0.813 -0.157 0.315 -0.751
Ag 2.155 0.391 1.706 -0.769 -0.052 -0.404 0.829
Li 0.360 1.842 -1.305 -0.327 -1.227 -0.054 0.912
H -1.830 0.361 0.164 0.192 -0.085 0.660 0.361